Entry from the Open Molecules 2025 dataset: a cluster of 14 separate species, C21H69N25O14 in total in a non-equilibrium geometry (ωB97M-V/def2-TZVPD).

Properties
HOMO, eV: -6.61
HOMO-LUMO gap, hartree: 0.2106
F_max, eV/Å: 8.8
E_tot, a.u.: -3263.97594

The geometry in ORCA input format:
```
! wB97M-V def2-TZVPD RIJCOSX def2/J DEFGRID3
* xyz 0 1
O -0.1187 -0.1503 0.2726
H 0.7167 -0.4120 -0.1214
H -0.0599 0.8077 0.2547
H -0.1319 -0.3122 1.2188
C 2.0120 1.4927 -3.0417
C 3.2673 0.8420 -2.6543
C 4.2296 2.0618 -2.5702
C 5.5413 1.7159 -1.7131
C 5.2601 1.0611 -0.4216
C 4.1815 -0.1874 -0.3654
N 3.0425 0.1638 -1.2625
O 1.9648 -0.7975 -1.2726
C 3.6800 -0.1814 1.0795
C 5.0807 -1.4909 -0.6793
C 3.8635 -0.1278 -3.7004
H 1.1982 0.8943 -3.4513
H 2.1053 2.3773 -3.6718
H 1.4880 1.9573 -2.2064
H 3.7286 2.8920 -2.0723
H 4.8154 2.2563 -3.4685
H 6.1288 2.5577 -1.3465
H 6.1932 1.0586 -2.2886
H 4.9847 1.8389 0.2907
H 6.2574 0.7522 -0.1084
H 3.2342 -1.1416 1.3393
H 2.9498 0.5929 1.3145
H 4.4787 -0.0960 1.8164
H 4.3962 -2.3330 -0.5772
H 5.8985 -1.6587 0.0214
H 5.5728 -1.5761 -1.6481
H 4.8558 -0.5366 -3.5100
H 3.7874 0.1938 -4.7391
H 3.1479 -0.9482 -3.6454
C 0.7078 -3.5865 4.7131
O -0.2797 -3.2920 5.4158
N 1.9474 -3.2746 4.9571
N 0.6068 -4.3114 3.6561
H 2.1392 -2.9127 5.8803
H 2.6804 -3.4629 4.2881
H -0.3079 -4.4503 3.2509
H 1.3704 -4.4201 3.0040
C -1.3987 -2.1476 -3.5673
O -0.8128 -2.6863 -4.4415
N -0.9137 -1.1027 -2.8598
N -2.6582 -2.4506 -3.2860
H -1.4185 -0.9443 -1.9996
H 0.0670 -0.8814 -2.9575
H -3.2336 -1.8053 -2.7639
H -3.1208 -3.2550 -3.6848
C 1.0949 3.2782 0.8369
O 0.3055 2.3430 0.6945
N 0.7703 4.3701 1.5129
N 2.3141 3.3689 0.4536
H 1.2268 5.2639 1.6260
H -0.1192 4.2488 1.9756
H 2.9427 4.1108 0.7270
H 2.4377 2.7125 -0.3040
C 0.9509 0.3363 3.5345
O 0.3962 -0.5233 2.8483
N 1.0365 1.6226 3.2929
N 1.3797 0.0356 4.7208
H 1.5859 2.2240 3.8900
H 0.6666 2.0098 2.4365
H 1.4904 0.8343 5.3290
H 1.3836 -0.9431 4.9703
C -1.5487 3.6330 -2.6231
O -2.0165 2.9379 -1.7601
N -0.8481 4.7012 -2.4086
N -1.6749 3.4642 -3.8436
H -0.5379 4.8861 -1.4654
H -0.5312 5.3355 -3.1279
H -1.1774 4.0526 -4.4966
H -2.3493 2.8048 -4.2048
C -2.5903 4.9247 1.9115
O -2.7415 3.7989 2.4198
N -2.5521 6.0432 2.5563
N -2.5753 5.1054 0.5960
H -2.5844 5.9815 3.5639
H -2.5875 6.9423 2.0976
H -2.2282 6.0182 0.3382
H -2.7052 4.2833 0.0238
C -3.4048 -3.9055 0.8233
O -4.4099 -3.9026 1.4285
N -2.6866 -2.8649 0.5990
N -3.0237 -4.9302 0.0438
H -3.0659 -1.9829 0.9124
H -1.8348 -3.0386 0.0849
H -2.2565 -4.6067 -0.5279
H -3.4579 -5.8415 0.0765
C 0.6877 -4.3037 -0.3061
O -0.2917 -4.2651 -1.0118
N 0.9385 -5.2444 0.5450
N 1.5875 -3.4240 -0.2645
H 0.1175 -5.8104 0.7048
H 1.4893 -5.2037 1.3906
H 1.6802 -2.5897 -0.8261
H 2.2670 -3.6391 0.4511
C 0.6483 0.0455 -6.5599
O -0.1800 0.0797 -7.4249
N 0.6335 -0.7821 -5.5632
N 1.5589 1.0102 -6.4564
H 1.2671 -0.6141 -4.7947
H -0.0620 -1.4833 -5.3518
H 2.3699 1.2111 -5.8889
H 1.3686 1.7553 -7.1112
C -3.0554 0.5909 2.9648
O -3.1502 -0.6126 2.9552
N -2.5789 1.3007 3.9569
N -3.3705 1.3454 1.9300
H -2.1078 0.9247 4.7673
H -2.3352 2.2158 3.6058
H -3.2732 2.3264 2.1496
H -3.7678 1.0720 1.0426
C -4.4454 -3.5703 5.0213
O -5.4978 -3.6002 4.3478
N -3.3377 -2.9728 4.6588
N -4.3948 -4.1842 6.1628
H -3.5114 -2.4074 3.8401
H -2.5182 -2.9148 5.2463
H -5.1440 -4.8271 6.3761
H -3.6430 -3.9636 6.8001
C -4.3664 0.2386 -1.7295
O -3.5001 -0.4101 -1.1325
N -5.6360 0.0546 -1.7967
N -3.9945 1.3228 -2.2820
H -6.0854 -0.7219 -1.3329
H -6.1846 0.6628 -2.3876
H -3.1180 1.8017 -2.1322
H -4.6642 1.8710 -2.8026
*
```